{"formula": "C48H120F6K2N3O36S6", "method": "ωB97M-V with the def2-TZVPD basis set", "max_force_ev_per_a": 9.6, "e_tot_ev": -243846.297, "orbital_gap_ha": 0.3054, "homo_energy_ev": -7.058, "charge": -1, "elements": ["K", "K", "N", "S", "O", "O", "F", "S", "O", "O", "F", "N", "S", "O", "O", "F", "S", "O", "O", "F", "N", "S", "O", "O", "F", "S", "O", "O", "F", "C", "O", "C", "C", "O", "C", "H", "H", "H", "H", "H", "H", "H", "H", "H", "H", "C", "O", "C", "C", "O", "C", "H", "H", "H", "H", "H", "H", "H", "H", "H", "H", "C", "O", "C", "C", "O", "C", "H", "H", "H", "H", "H", "H", "H", "H", "H", "H", "C", "O", "C", "C", "O", "C", "H", "H", "H", "H", "H", "H", "H", "H", "H", "H", "C", "O", "C", "C", "O", "C", "H", "H", "H", "H", "H", "H", "H", "H", "H", "H", "C", "O", "C", "C", "O", "C", "H", "H", "H", "H", "H", "H", "H", "H", "H", "H", "C", "O", "C", "C", "O", "C", "H", "H", "H", "H", "H", "H", "H", "H", "H", "H", "C", "O", "C", "C", "O", "C", "H", "H", "H", "H", "H", "H", "H", "H", "H", "H", "C", "O", "C", "C", "O", "C", "H", "H", "H", "H", "H", "H", "H", "H", "H", "H", "C", "O", "C", "C", "O", "C", "H", "H", "H", "H", "H", "H", "H", "H", "H", "H", "C", "O", "C", "C", "O", "C", "H", "H", "H", "H", "H", "H", "H", "H", "H", "H", "C", "O", "C", "C", "O", "C", "H", "H", "H", "H", "H", "H", "H", "H", "H", "H"], "coordinates": [[-11.5366, -27.5507, 0.6210], [-9.5575, -26.2315, 3.6240], [-9.7801, -25.5371, 0.8918], [-10.6756, -24.5068, -0.1126], [-11.3264, -25.2722, -1.2075], [-10.2391, -23.1201, -0.3585], [-11.9202, -24.3629, 0.9320], [-8.5748, -25.4884, -0.0228], [-7.6043, -24.4292, 0.3384], [-8.7041, -25.9108, -1.4455], [-7.9677, -26.7728, 0.6013], [-5.7957, -30.3848, -5.0310], [-7.3684, -29.6711, -4.8964], [-7.8648, -28.8695, -6.0098], [-7.9354, -29.4935, -3.5918], [-8.1181, -31.1112, -5.2409], [-5.0846, -29.0702, -4.8948], [-5.0663, -28.4667, -3.5620], [-5.1189, -28.1465, -6.0473], [-3.5987, -29.6122, -4.9337], [-11.5130, -28.2470, 3.3920], [-11.0401, -29.8585, 3.4231], [-12.0521, -30.8685, 3.2085], [-9.9018, -30.1482, 4.3278], [-10.4651, -29.7418, 1.9604], [-12.6345, -28.4966, 4.4527], [-12.2815, -29.0828, 5.7566], [-13.9822, -28.7242, 3.9616], [-12.7263, -26.9344, 4.8862], [-6.6860, -22.8050, -8.7959], [-6.4926, -24.0556, -9.3478], [-6.1236, -25.0452, -8.3609], [-7.1056, -25.4820, -7.2398], [-7.2767, -24.6331, -6.1476], [-8.1824, -25.1020, -5.1399], [-7.4085, -22.9521, -7.9931], [-7.2494, -22.2485, -9.5450], [-5.6831, -22.4347, -8.5834], [-5.1275, -24.7380, -8.0423], [-5.8607, -25.9375, -8.9290], [-6.8137, -26.4884, -6.9398], [-8.0920, -25.4411, -7.7017], [-9.0403, -25.5538, -5.6379], [-8.5013, -24.2513, -4.5377], [-7.6941, -25.7341, -4.3982], [-13.7471, -16.9901, -7.8444], [-14.0985, -17.6425, -6.5564], [-12.9407, -17.8392, -5.7205], [-13.2211, -18.4909, -4.3798], [-11.9628, -18.8707, -3.7568], [-12.0024, -19.8740, -2.8001], [-13.7835, -15.9131, -7.6804], [-14.3587, -17.2856, -8.6968], [-12.7441, -17.1151, -8.2522], [-12.3348, -16.9476, -5.5590], [-12.2639, -18.4901, -6.2741], [-13.9273, -19.3056, -4.5399], [-13.6084, -17.7492, -3.6812], [-12.1980, -20.7282, -3.4483], [-12.7591, -19.6143, -2.0598], [-11.0273, -19.8596, -2.3131], [-15.8617, -22.2840, -2.3443], [-17.1287, -22.3767, -2.8770], [-18.2692, -22.1166, -1.9913], [-19.5934, -22.6408, -2.6081], [-19.4238, -23.9151, -3.1871], [-20.5898, -24.4978, -3.7602], [-15.6533, -21.2351, -2.1337], [-15.1201, -22.6984, -3.0273], [-15.8284, -22.8682, -1.4247], [-18.3080, -21.1217, -1.5477], [-18.1465, -22.6781, -1.0652], [-20.0254, -21.9369, -3.3195], [-20.3432, -22.6007, -1.8179], [-21.3719, -24.4010, -3.0072], [-20.2792, -25.5227, -3.9633], [-20.9368, -23.8484, -4.5639], [-9.8533, -26.8948, 7.6483], [-8.6928, -26.7816, 6.8153], [-8.4012, -28.1148, 6.3911], [-7.2166, -28.0994, 5.4468], [-7.3327, -27.2894, 4.2596], [-6.3052, -27.4108, 3.3365], [-10.2938, -25.9001, 7.7161], [-9.5728, -27.2981, 8.6213], [-10.6497, -27.5811, 7.3606], [-9.2508, -28.3883, 5.7655], [-8.4498, -28.7977, 7.2393], [-6.9714, -29.1247, 5.1697], [-6.4115, -27.6541, 6.0314], [-6.1747, -28.3905, 2.8769], [-5.4521, -27.1818, 3.9751], [-6.5286, -26.6326, 2.6067], [-11.8247, -28.6870, -3.0179], [-12.4547, -29.2467, -1.8484], [-13.7492, -29.2963, -2.1246], [-14.4934, -28.1222, -1.5292], [-14.2537, -28.0131, -0.1246], [-14.8359, -29.0867, 0.6162], [-10.7423, -28.8043, -2.9662], [-12.0457, -27.6560, -3.2942], [-11.9734, -29.2614, -3.9322], [-14.0451, -30.1079, -1.4599], [-13.9612, -29.5205, -3.1700], [-15.5512, -28.2484, -1.7598], [-14.2716, -27.1829, -2.0359], [-14.3778, -30.0708, 0.5176], [-15.8997, -29.2207, 0.4196], [-14.7944, -28.8245, 1.6733], [-20.2853, -25.8320, -0.0164], [-19.5931, -26.8171, -0.7811], [-18.2829, -26.4016, -1.0715], [-17.2194, -26.7770, -0.0763], [-17.3891, -25.9367, 1.0158], [-17.0121, -26.4772, 2.2977], [-21.3310, -26.1394, -0.0006], [-20.3253, -24.8452, -0.4777], [-19.9004, -25.7561, 1.0005], [-18.1471, -25.3390, -1.2729], [-18.1101, -26.7703, -2.0826], [-16.2079, -26.5364, -0.4035], [-17.3606, -27.7971, 0.2809], [-17.3498, -27.5051, 2.4303], [-17.4076, -25.7893, 3.0449], [-15.9251, -26.4268, 2.2347], [-11.7312, -23.1774, 4.1335], [-10.3805, -22.8809, 3.8233], [-9.9911, -21.5547, 3.2741], [-8.6286, -21.7345, 2.7808], [-7.6626, -20.7319, 2.6956], [-6.5268, -20.9267, 1.8443], [-12.3251, -23.1515, 3.2199], [-12.0671, -22.3350, 4.7382], [-11.9018, -24.1074, 4.6759], [-10.0939, -20.8347, 4.0861], [-10.3970, -21.1302, 2.3559], [-8.8200, -22.1072, 1.7746], [-8.1776, -22.6106, 3.2469], [-7.0302, -21.3773, 0.9889], [-5.8083, -21.6807, 2.1658], [-5.9446, -20.0955, 1.4464], [-3.3402, -29.9013, -0.7109], [-3.3454, -31.3062, -0.4090], [-2.0614, -31.9889, -0.5971], [-2.2728, -33.1506, -1.4790], [-2.9036, -32.8694, -2.7567], [-2.1153, -32.2414, -3.7160], [-4.2824, -29.3939, -0.5042], [-3.4397, -29.7887, -1.7905], [-2.4640, -29.3575, -0.3577], [-1.6439, -32.1512, 0.3966], [-1.2682, -31.4128, -1.0735], [-2.8644, -33.7644, -0.7998], [-1.3623, -33.7025, -1.7125], [-2.5762, -32.3977, -4.6914], [-1.0553, -32.4914, -3.7617], [-2.1166, -31.1620, -3.5647], [1.1341, -22.4878, -4.5517], [-0.1588, -22.2031, -5.1383], [-1.2326, -22.4016, -4.2602], [-2.4248, -21.8916, -5.1211], [-3.5807, -21.8742, -4.3543], [-4.1772, -23.1727, -3.9000], [1.3457, -23.5487, -4.4182], [1.3094, -22.1844, -3.5195], [1.8746, -22.0819, -5.2408], [-1.1929, -21.6728, -3.4507], [-1.3735, -23.4280, -3.9213], [-2.4548, -22.4332, -6.0666], [-2.4931, -20.8482, -5.4289], [-3.4989, -23.7437, -3.2660], [-4.3012, -24.0419, -4.5459], [-5.1260, -22.8740, -3.4543], [-4.1182, -26.1318, -0.9606], [-2.8214, -25.7931, -0.5175], [-2.1463, -24.9468, -1.4818], [-0.6275, -24.8541, -1.2859], [-0.2616, -23.8371, -0.3528], [1.0822, -23.5934, -0.2505], [-4.0306, -26.5390, -1.9679], [-4.6188, -25.1837, -1.1573], [-4.7951, -26.7904, -0.4166], [-2.5546, -23.9458, -1.3427], [-2.2582, -25.1158, -2.5528], [-0.0361, -24.6783, -2.1845], [-0.3736, -25.8426, -0.9031], [1.2905, -23.0530, 0.6729], [1.4599, -23.0122, -1.0917], [1.7715, -24.4046, -0.0161], [-5.7743, -15.3017, -3.1660], [-5.5424, -16.7347, -3.3814], [-5.7904, -17.7758, -2.3452], [-7.3096, -17.7743, -2.0391], [-7.5214, -18.4206, -0.7948], [-8.8649, -18.6308, -0.4494], [-5.3751, -14.9440, -2.2170], [-6.8399, -15.0902, -3.0766], [-5.4229, -14.6762, -3.9867], [-5.2488, -17.5052, -1.4388], [-5.3995, -18.7342, -2.6868], [-7.9259, -18.0636, -2.8903], [-7.5805, -16.7302, -1.8824], [-9.3863, -19.2057, -1.2147], [-9.4911, -17.7625, -0.2442], [-8.7549, -19.2522, 0.4394], [-15.1879, -19.1513, 1.6708], [-13.8210, -18.9923, 1.2796], [-13.1369, -20.1599, 1.0292], [-13.8130, -21.3866, 0.5438], [-14.4410, -22.0855, 1.6254], [-15.2661, -23.2008, 1.2389], [-15.7964, -19.8039, 1.0447], [-15.7721, -18.2459, 1.5064], [-15.2421, -19.5830, 2.6702], [-12.8557, -20.4717, 2.0351], [-12.3206, -19.9037, 0.3538], [-13.0998, -21.8526, -0.1361], [-14.5366, -21.1159, -0.2251], [-16.1374, -22.8166, 0.7086], [-15.5071, -23.8936, 2.0452], [-14.7093, -23.7425, 0.4744]]}